(1)
ORCA calculation (wB97M-V/def2-TZVPD) on a molecular structure, C45H100F18N14NaO36S18.

HOMO level: -3.58 eV
HOMO-LUMO gap: 6.8 eV
maximum force: 11.6 eV/Å
calculated total energy: -14376.761079 hartree
LUMO level: 3.20 eV
net charge: -3

XYZ file:
```
232
Properties=species:S:1:pos:R:3:mulliken_charge:R:1
S 0.386 -0.690 -0.753 -0.4641
S 4.732 -1.529 -3.166 1.0693
H 3.779 -6.374 1.287 0.2917
H 3.995 -1.022 1.511 -0.3342
S -4.323 -5.363 -0.194 0.7678
C 0.828 5.225 6.291 -1.6117
C 4.329 -1.817 2.178 -0.0126
C -3.819 -0.728 -5.348 0.6363
H 6.198 -2.521 1.041 0.5164
F 4.660 -5.850 -4.423 -0.3507
F 0.118 -2.027 -1.642 -0.4268
H -0.363 -0.049 5.236 0.1959
S 6.419 -3.062 -2.610 1.0432
O 0.110 8.111 -5.343 -0.7013
H -2.181 4.425 -0.882 0.0954
H 4.562 3.456 -1.657 0.4482
H 4.891 -1.228 2.902 0.4336
C -6.574 -1.130 4.352 -0.9835
F 1.697 2.836 -5.364 -0.0796
H -0.156 0.621 -4.230 0.3934
H -5.629 -0.223 -6.504 0.4080
C 0.144 3.818 6.210 0.6672
S 0.497 6.670 -5.307 0.8466
H 1.887 5.034 6.118 0.3342
C 2.485 3.493 0.274 -0.3787
H -4.183 -2.354 2.515 0.4031
S -1.363 -4.022 4.171 1.0905
H 3.039 -5.384 -0.717 0.7387
H -1.707 -0.532 6.887 -0.1287
H 1.845 3.205 1.108 -0.1216
O -5.672 -5.298 -0.673 -0.6258
O -2.987 4.423 5.871 -0.6932
S -3.714 3.221 5.471 1.1451
C -1.218 -0.247 7.819 -0.0228
O 3.201 4.605 -5.665 -0.6156
H 1.949 5.497 1.767 0.3425
F -1.443 -6.511 1.468 -0.1971
H -5.229 0.121 5.336 0.2622
C -0.816 1.191 7.665 -0.5966
N -1.303 -0.394 -5.881 0.9223
C 2.920 4.333 -2.517 0.8314
C 0.362 -5.703 -1.690 -1.4396
H -3.938 0.094 -4.642 -0.1511
O 6.757 -2.382 -1.375 -0.5849
H -1.547 -1.971 -4.345 0.0496
S -0.338 0.301 1.378 0.0711
H 3.913 2.360 -2.669 0.6452
N -4.959 -0.370 1.950 1.0398
C -6.457 -0.869 1.888 -0.8273
H 2.257 -3.730 -1.043 -0.4492
H -1.590 -2.491 -5.979 0.5300
C -3.928 -1.545 1.830 -0.8836
O 3.623 -2.469 -2.707 -0.1553
C 0.479 4.799 -0.588 -1.1819
H 0.313 -4.482 0.175 -0.9606
H 0.930 -6.468 -2.220 0.4523
S 3.812 2.076 3.301 0.9411
N -0.292 5.666 -6.063 -0.2218
F -0.907 -0.338 2.767 -0.4372
O 3.034 -7.390 -5.020 -0.6975
H -7.956 -1.981 3.049 0.4771
O 1.178 6.346 -4.084 -0.4079
H -5.693 1.380 0.871 0.6041
H 2.030 0.603 8.234 0.5370
H -3.600 -0.402 -0.579 -0.5346
F -2.190 -3.171 -2.291 -0.1627
F -4.925 3.539 2.045 -0.4385
F 2.604 -4.653 -8.438 -0.3123
N 4.773 2.662 4.316 -0.5854
N 5.864 -2.122 -3.970 -0.5880
H -1.509 1.934 7.271 0.0720
H 0.221 -1.148 9.204 0.3076
H -1.740 0.223 -3.959 0.0284
F 2.512 4.210 -9.728 -0.3044
H 1.111 0.978 4.722 -0.0795
H -2.863 -0.905 -7.324 0.3484
O 0.926 0.888 1.907 -0.2420
C 3.288 -5.574 1.842 -0.9104
O 4.304 4.301 -8.332 -0.5672
C 1.556 0.332 7.291 -0.7773
S 3.255 3.368 -8.599 1.0041
S -4.052 4.014 3.356 0.9977
F 1.709 6.722 -6.366 -0.2877
O -2.183 6.308 -4.142 -0.6442
Na -1.548 -3.314 0.807 2.6257
C -5.259 -1.024 -5.863 -1.6744
O -1.398 1.297 1.123 -0.0773
H -0.520 3.603 0.878 -0.5444
O 5.334 4.304 2.325 -0.5325
C 5.325 -2.932 1.547 -1.2915
H 2.371 -1.977 -6.095 0.3788
C -5.173 -0.565 4.492 -0.4000
C 1.328 -1.821 -6.372 -1.2735
H 2.519 0.366 6.782 0.2287
F 3.612 0.637 4.031 -0.3834
C -1.833 4.995 -0.020 -1.4835
F 7.904 -3.305 -3.122 -0.3034
H 0.340 5.972 5.665 0.3787
C 0.180 0.895 5.282 -0.5804
H -6.813 -1.959 5.018 0.3431
H -3.689 0.581 3.451 0.2372
C -6.879 -1.816 3.076 -0.4796
H 1.509 0.315 -5.904 -0.4569
O -3.504 -5.112 -2.787 -0.6342
O 0.950 -4.992 -6.774 -0.5174
H -4.407 0.924 -2.590 0.1433
H -4.518 -1.387 4.781 0.2298
H 1.362 -3.777 2.257 -0.1706
H 0.880 -1.548 -4.260 -0.4255
O 3.789 5.122 4.231 -0.5851
O -4.217 5.438 3.174 -0.7080
H 0.906 -1.362 6.270 -0.2220
H 0.670 -3.164 -4.860 0.2468
H 3.490 3.717 0.631 0.3613
H -0.618 -2.292 8.225 0.4285
H 1.959 4.050 -2.946 -0.5551
H 1.676 6.851 0.573 0.2118
H -7.253 -0.288 4.485 0.3161
O 3.785 2.258 -6.071 -0.6287
H -0.860 4.103 6.526 0.1486
C 2.226 5.941 0.811 -1.2121
O 4.398 1.527 2.035 -0.5248
O -2.776 3.379 2.969 0.0070
F -4.523 -5.079 1.396 -0.2389
H -0.585 1.523 8.677 0.4624
C 1.193 -0.313 -6.738 0.2949
O 2.398 2.586 3.269 0.0027
C 1.018 -1.099 7.322 -0.0319
H -0.466 1.030 -7.228 0.5428
N -3.306 -4.047 -0.514 0.0345
O 5.020 -0.397 -2.312 -0.5795
H 2.302 -6.015 1.993 0.2393
H -2.936 -1.100 1.908 -0.0447
H -0.658 -6.089 -1.686 0.4917
N 3.057 -4.269 0.983 0.8007
S -1.076 -6.004 2.933 0.6443
H 5.118 -4.569 0.241 0.5915
O 0.149 -6.693 3.252 -0.6652
H -0.547 1.515 4.757 -0.1221
H 0.718 5.579 7.316 0.4482
H -4.914 2.262 -1.549 0.3937
H -6.363 -2.776 3.042 0.2660
C -2.749 -0.295 -6.428 -0.7556
H 0.892 -6.201 0.311 0.4673
N 2.045 4.874 -0.236 0.9110
H 3.306 6.086 0.786 0.4937
H 0.399 -4.881 -2.405 0.0227
S 2.182 -5.668 -7.219 1.0802
N 1.949 3.189 -7.443 -0.2137
H -5.373 -0.441 -0.694 0.5818
H -5.309 1.220 3.197 0.4542
O -4.564 -2.907 -2.237 -0.6904
H -6.429 -1.391 0.932 0.4107
O 5.825 -4.371 -2.547 -0.5427
C 4.450 -3.757 0.526 -0.1341
O -0.728 4.254 -3.958 -0.2399
H 0.389 4.237 -1.517 0.1377
S -3.597 -3.925 -1.944 0.7182
C -1.112 0.630 -4.752 -1.0277
C 2.832 5.348 -1.413 -1.5856
O 1.859 -0.786 -0.778 -0.2196
H -1.771 6.064 -0.225 0.5799
H 3.158 1.526 -0.549 -0.0832
N 3.657 -5.294 -6.307 -0.3823
H -2.613 4.950 0.740 0.1093
H -3.958 -1.864 0.788 0.0184
C -0.203 -1.284 8.210 -1.0600
C -4.261 1.392 -1.616 -1.1968
C -1.047 -1.829 -5.303 -0.5181
O 3.592 2.154 -9.319 -0.6427
H 4.222 -3.096 -0.310 -0.1515
S 4.810 4.231 3.685 1.0910
H 1.108 -2.477 -7.214 0.4641
O 2.094 -6.956 -7.823 -0.5741
H 1.857 -1.667 7.724 0.5986
H 1.761 -2.468 1.186 -0.1917
H -0.626 -0.525 -7.901 0.4991
S 2.867 3.317 -6.273 1.1197
F 6.079 4.702 4.570 -0.3189
H 2.383 -1.744 3.242 -0.1055
S -1.314 5.277 -4.769 0.9810
N -1.056 -4.534 2.621 0.1844
H 3.373 -3.051 3.668 0.4297
C -0.516 4.650 0.576 1.3259
H 5.681 -3.636 2.300 0.4218
O -2.693 -3.600 4.359 -0.7022
H -0.320 5.268 1.453 0.2966
H 3.585 4.665 -3.314 0.6870
C 0.895 -5.285 -0.280 1.0684
N 0.461 1.265 6.783 0.9296
C 0.967 2.727 6.977 -0.9244
O -2.256 -6.616 3.588 -0.6622
H 2.322 6.260 -1.726 0.7379
H 1.748 2.157 -1.375 -0.3351
O 2.491 -5.181 -3.998 -0.1187
O -0.238 0.351 -1.599 0.0891
H -2.929 0.709 -6.814 0.5673
C 3.080 -2.457 2.802 -0.4693
S 3.196 -5.950 -5.001 0.9214
H 1.941 2.743 6.488 0.4624
H 0.974 2.999 8.033 0.2663
H -5.196 -1.953 -6.430 0.4107
O -0.777 -4.722 5.303 -0.6804
H -2.012 -0.273 8.565 0.5527
H 0.097 3.455 5.184 -0.0247
H 3.732 -5.381 2.818 0.3602
F -4.635 2.953 6.744 -0.3705
C 2.202 -3.235 1.822 0.2809
H -7.007 0.072 1.917 0.4324
F -2.381 4.364 -5.544 -0.3159
H -1.393 1.669 -4.926 0.3408
C -4.734 0.301 3.314 -0.5397
H 3.841 5.680 -1.170 0.3847
C 2.666 2.446 -0.862 0.8597
F -0.417 -2.731 4.117 -0.1774
O -3.686 -6.662 -0.275 -0.5608
F 4.082 -0.791 -4.430 -0.2441
H 1.802 -0.139 -7.625 0.4770
H -3.610 -1.659 -4.822 0.0220
C -4.507 0.203 -0.539 0.1139
O -2.985 1.978 5.272 -0.2222
H -3.985 1.335 1.114 -0.1332
H -5.975 -1.274 -5.080 0.3622
N -0.336 -1.207 0.491 0.5287
C 2.366 -4.593 -0.385 -0.2843
H -3.195 1.567 -1.765 0.3084
C 0.490 -2.117 -5.104 0.2684
C 3.574 3.082 -1.926 -1.9711
C -0.303 -0.021 -6.990 -1.1978
N -4.954 3.488 4.407 -0.4429
C -4.837 0.706 0.854 -0.3583
H 0.317 5.799 -0.991 0.5771
```

***

(2)
ORCA calculation (wB97M-V/def2-TZVPD) on a molecular structure, C45H102N4O23Rb.

HOMO level: -4.83 eV
HOMO-LUMO gap: 6.0 eV
maximum force: 5.9 eV/Å
calculated total energy: -3749.109291 hartree
LUMO level: 1.19 eV
net charge: -1

XYZ file:
```
175
Properties=species:S:1:pos:R:3:mulliken_charge:R:1
C -0.529 5.896 2.869 -2.0330
H 3.326 6.651 -1.312 0.3523
H 1.261 2.748 6.568 0.3065
C 3.437 -2.261 -4.629 0.0646
H -4.011 -0.967 -1.143 -0.7553
H 0.718 1.060 -8.773 0.3758
H -0.782 2.035 5.910 0.3109
H 6.799 -6.131 2.405 0.3027
C 6.258 2.414 2.691 -0.4496
O 2.868 -3.067 -3.539 -0.5618
H 2.494 2.999 1.431 -0.6897
H 3.391 -1.092 2.906 0.4329
C 0.557 -0.611 0.654 -0.2933
C -8.382 -4.101 2.145 -0.7421
C 0.586 -0.093 -1.793 -0.4424
H 5.894 -5.802 3.952 0.3973
C -1.095 4.521 -3.020 -0.0717
H -5.758 2.699 -3.814 0.2464
H 1.448 -0.272 -6.414 0.3140
O -0.214 0.088 5.283 -0.6033
H -3.559 -1.680 -4.467 0.3383
H 1.511 2.664 -7.081 0.2505
C -3.330 -1.316 4.641 -0.4152
Rb -3.947 0.336 1.564 0.7288
C 0.825 5.421 2.362 2.0508
H -6.000 -2.921 -0.708 0.3882
H 4.830 -2.696 3.604 0.2228
H 5.499 3.204 2.516 -0.0779
N 1.141 6.184 1.199 0.3866
H -1.051 -2.905 -4.510 0.4216
C -3.207 -3.754 -0.990 0.3069
H 0.660 3.490 2.967 -0.1833
C 1.852 5.490 3.510 -1.7241
O 1.146 -0.221 -2.911 -1.1278
O 2.264 -1.308 -0.694 -0.8107
H 2.962 -2.632 -5.547 0.3301
H 5.273 -3.258 -4.270 0.2701
C -7.086 -2.341 1.111 -0.7587
C 0.522 0.883 -7.718 -0.3618
O -1.169 0.302 1.930 -0.7210
C -2.117 4.398 -1.927 0.4295
C -2.506 -1.654 -4.166 0.7456
H -1.913 -2.675 -2.831 -0.4605
H -1.618 4.077 -1.002 -0.2309
H -1.953 -3.091 3.256 0.2692
H -4.912 -3.479 2.770 0.0130
H -3.783 -4.372 -1.692 0.6020
H 1.604 6.467 -1.645 0.1219
C 2.118 -6.522 1.081 -0.3395
H -0.378 3.734 1.645 0.2971
C -0.560 0.178 0.834 0.2431
H -0.443 -3.604 -2.660 0.3012
H 6.480 2.492 3.773 0.3218
C -4.045 -3.252 3.398 -0.1428
H -0.595 6.895 3.275 0.3690
H 0.157 1.270 -5.317 0.3007
H 6.354 -1.797 3.928 0.2442
H 1.248 1.182 7.298 0.3736
H 2.474 6.385 3.532 0.3075
O -2.023 -2.987 -4.425 -0.7160
O 5.587 -4.529 2.374 -0.2445
H 2.458 4.582 3.503 0.2635
C -6.193 1.683 -3.760 -0.7892
H 5.308 -2.074 -5.587 0.3433
O 2.736 -4.276 0.490 -0.2628
H 7.170 2.681 2.160 0.3007
H 3.837 6.862 1.410 0.3382
H -1.903 -4.407 -3.277 0.2772
H -4.970 -1.444 -2.432 0.3980
H 0.909 -1.077 1.570 0.4861
C -1.515 -3.665 -2.571 0.0781
H 5.034 -6.453 2.601 0.2427
H -1.940 -2.831 0.961 -0.1753
H -3.523 -0.236 4.662 0.2208
C 2.244 5.802 0.331 1.7811
O 2.455 1.352 5.584 -0.3870
H 1.112 4.463 -0.800 -0.6791
C 0.533 2.188 -6.979 -0.4124
H -1.118 1.018 -2.532 0.8760
C 3.611 5.848 1.046 -1.7738
H 2.282 -3.440 0.657 0.0342
C -1.174 0.883 -0.428 1.2534
O -2.171 1.665 -0.287 -1.3968
N 5.291 -1.561 1.992 -0.1938
O -7.341 -3.757 1.266 -0.3619
H 1.228 2.454 0.533 -0.5930
O -1.641 4.607 -4.344 -0.6146
H -3.172 -5.093 0.718 0.5662
H 3.486 -5.216 2.173 -0.4253
C -3.497 -4.077 0.466 -1.1355
C 1.992 4.385 -0.143 -0.6285
H -8.001 -4.007 3.177 0.2642
H -1.679 3.672 -4.600 0.3387
H -6.592 1.500 -4.762 0.2534
H 3.716 5.215 1.918 0.1199
C 1.232 -0.736 -0.587 0.2965
H 0.235 1.886 4.465 -0.7057
H 0.005 -0.644 -4.241 0.2601
H 0.565 7.992 0.938 0.3471
H -7.998 -1.787 0.828 0.5359
H -3.401 -2.694 -1.213 -0.5651
H -2.403 -1.411 -3.098 -0.5984
H -3.556 -1.654 5.660 0.3194
H -2.107 -0.850 -6.088 0.5101
O 5.792 1.179 2.249 -0.4262
H 1.326 5.509 4.472 0.3852
H 3.012 -1.252 -4.526 -0.1055
C 0.075 1.483 5.473 0.9584
C -4.858 0.614 -2.142 0.0231
C -0.548 0.739 -1.654 -0.2230
H -2.529 5.391 -1.710 0.4186
O 5.359 -1.190 -3.758 -0.4823
H -6.916 -0.547 -0.903 0.2976
H 1.343 -6.349 0.323 0.1896
H 3.692 -6.672 0.044 0.3606
O 0.011 2.149 -5.707 -0.3563
H -0.391 0.299 -7.600 0.0804
O 1.610 0.074 -7.303 -0.5457
H 7.208 -3.422 1.985 0.2496
C 6.498 -3.586 2.807 -0.8838
C -6.008 -2.161 0.083 0.7862
H -6.665 -2.031 2.093 0.1907
C 1.585 3.408 0.939 1.5823
H -9.278 -3.486 2.017 0.3089
H -0.706 0.032 4.463 0.1240
H -5.283 1.353 -1.447 0.5246
H -1.201 5.810 2.003 0.4487
H -8.608 -5.148 1.971 0.2426
C 1.289 1.675 6.321 -0.7077
H 4.345 5.666 0.258 0.4695
C -2.755 -3.574 2.703 -0.8531
H 3.976 1.497 3.125 0.3821
H -4.569 -3.958 0.627 0.2427
H -2.931 2.738 -1.551 0.2669
O -3.138 3.478 -2.171 -0.6002
H 5.105 0.468 4.055 0.4046
H -2.277 -1.417 4.396 0.0993
C 2.338 6.719 -0.875 -1.6306
H -0.449 5.396 -2.837 0.0831
H -3.798 0.872 -2.107 -0.7920
C 2.557 -5.180 1.573 0.3794
H -7.014 1.716 -3.030 0.3128
C 5.757 -2.318 3.150 -0.2485
H 7.057 -3.932 3.684 0.5255
H 1.831 -4.775 2.298 0.3853
O -5.195 0.706 -3.464 -0.2884
H 2.809 0.490 5.807 0.2598
C 4.221 -0.625 2.367 -0.1799
H -1.970 0.374 -4.864 0.1531
N -2.847 -3.085 1.346 0.6502
C 4.697 0.673 3.044 -0.5562
H -2.578 -4.662 2.726 0.3903
H 2.828 3.981 -0.708 0.7072
O -0.408 -0.990 -5.084 -0.5548
O 1.179 7.591 1.563 -0.5740
H -0.114 2.851 -7.589 0.3603
N -6.013 -0.837 -0.538 -0.1153
O -4.219 -1.841 3.676 -0.2887
O 3.093 -7.267 0.510 -0.5962
H -0.316 3.737 -2.980 0.0485
H 5.992 -0.877 1.690 0.3612
H -4.174 -3.803 4.344 0.3644
C 0.645 3.947 1.969 -0.7488
H 2.522 -2.436 -2.873 0.2356
H 2.089 7.728 -0.550 0.4463
H 6.315 -1.156 -3.848 0.2569
H -0.899 5.115 3.541 0.4230
H 1.584 -7.045 1.878 0.3301
C 5.861 -5.790 2.851 -0.9138
C -5.002 -0.748 -1.575 0.7428
H -5.063 -2.149 0.625 -0.8991
O -1.834 -3.991 -1.226 -0.2287
C -1.794 -0.688 -5.052 -0.6992
C 4.898 -2.277 -4.578 -0.4302
H 3.726 -0.312 1.434 -0.3106
```

***

Q: Which of these has the lowest HOMO-LUMO gap?
A: C45H102N4O23Rb

***

Q: Look up the HOMO level of the second one.
A: -4.83 eV

***

Q: The lowest calculated total energy belongs to which entry?
A: C45H100F18N14NaO36S18

***

Q: Which of these has the lowest LUMO level?
A: C45H102N4O23Rb